w) Entry from the Open Molecules 2025 dataset: C3H7N5 as an isolated structure (ωB97M-V/def2-TZVPD).

Output
HOMO energy	-9.142	eV
HOMO-LUMO gap	9.540	eV
spin multiplicity	1
net charge	0
molar mass	113.1	g/mol

The geometry in XYZ format:
```
15
Properties=species:S:1:pos:R:3:lowdin_charge:R:1
C -0.313 1.464 0.769 -0.26
C 0.303 0.439 0.087 -0.44
C 1.516 -1.718 -0.859 -0.24
H -1.853 2.752 -0.591 0.23
H -2.157 1.011 0.137 -0.05
H -0.337 1.129 1.769 0.11
H -0.081 2.550 1.026 0.15
H 2.051 -2.792 -1.027 0.14
H -0.353 -2.331 -1.417 0.07
H -0.531 -1.107 0.906 0.09
N -1.690 1.794 0.306 -0.04
N 1.549 0.378 -0.111 0.07
N 2.287 -0.817 -0.403 0.03
N 0.109 -2.035 -0.611 0.06
N -0.500 -0.716 0.018 0.07
```

x) Entry from the Open Molecules 2025 dataset: a single C3H7N5 molecule (ωB97M-V/def2-TZVPD).

Output
HOMO energy	-8.512	eV
HOMO-LUMO gap	8.633	eV
spin multiplicity	1
SMILES string	[H]/N=C\N/N=C\C=N\N
net charge	0
molar mass	113.1	g/mol

The geometry in XYZ format:
```
15
Properties=species:S:1:pos:R:3:lowdin_charge:R:1
C 1.948 -0.213 -0.829 -0.07
C 1.262 -1.149 0.188 -0.21
C -2.014 -0.311 1.546 -0.26
H 2.451 1.612 -2.242 0.09
H 0.800 2.433 -2.378 0.21
H 2.887 -0.423 -1.092 0.05
H 1.705 -2.153 0.284 0.10
H -0.557 0.651 0.065 0.14
H -1.985 -1.038 2.300 0.07
H -3.027 0.651 0.336 0.01
N 1.469 1.493 -2.100 -0.05
N 0.993 0.616 -1.327 -0.08
N 0.176 -1.152 0.803 0.01
N -0.729 0.047 1.002 -0.03
N -3.259 0.182 1.236 0.03
```

y) Entry from the Open Molecules 2025 dataset: a single C3H7N5 molecule (ωB97M-V/def2-TZVPD).

Output
HOMO energy	-8.367	eV
HOMO-LUMO gap	9.165	eV
spin multiplicity	1
SMILES string	[H]/N=c1\cn[nH]n1NC
net charge	0
molar mass	113.1	g/mol

The geometry in XYZ format:
```
15
Properties=species:S:1:pos:R:3:lowdin_charge:R:1
C 1.886 -0.325 0.639 -0.08
C -2.017 0.061 0.294 -0.04
C -0.849 0.822 -0.193 -0.43
H 2.946 -0.499 0.510 0.06
H 1.698 0.541 1.307 0.08
H 1.545 -1.267 1.031 0.06
H 1.543 0.752 -1.154 0.11
H -0.776 -2.079 -1.261 0.17
H -2.951 0.500 0.680 0.11
H -1.269 2.538 0.155 0.04
N 1.276 -0.135 -0.725 -0.06
N -0.084 -0.231 -0.709 -0.14
N -0.647 -1.491 -0.416 -0.01
N -1.799 -1.224 0.132 0.01
N -0.503 2.037 -0.288 0.12
```

y) is preferred energetically. Next in line: 2.221 eV higher.

w) Entry from the Open Molecules 2025 dataset: an isolated ion of composition C3H8NO2 and charge -1 (ωB97M-V/def2-TZVPD).

Output
HOMO energy	-2.304	eV
HOMO-LUMO gap	5.788	eV
spin multiplicity	1
SMILES string	[O-]CNCCO
net charge	-1
molar mass	90.1	g/mol

The geometry in XYZ format:
```
14
Properties=species:S:1:pos:R:3:lowdin_charge:R:1
C 0.810 0.062 0.565 -0.26
C 0.470 1.070 -0.562 -0.26
O 1.636 1.802 -1.017 -0.10
N -0.499 -0.531 0.883 -0.11
C -1.379 -1.331 -0.128 -0.56
O -1.471 -2.647 0.018 -0.35
H 1.109 0.616 1.450 0.09
H 1.552 -0.739 0.339 0.11
H 0.084 0.596 -1.456 0.09
H -0.372 1.599 -0.109 0.11
H 1.665 2.606 -0.504 0.05
H -0.352 -1.216 1.621 0.06
H -2.372 -0.820 -0.031 0.07
H -0.881 -1.066 -1.070 0.06
```

x) Entry from the Open Molecules 2025 dataset: a 2-piece molecular cluster, C3H8NO2 overall (ωB97M-V/def2-TZVPD).

Output
HOMO energy	-1.967	eV
HOMO-LUMO gap	5.390	eV
spin multiplicity	1
net charge	-1
molar mass	90.1	g/mol

The geometry in XYZ format:
```
14
Properties=species:S:1:pos:R:3:lowdin_charge:R:1
O -1.557 1.917 -1.480 -0.06
C -2.441 1.622 -0.692 -0.14
H -2.939 0.583 -0.838 0.10
H -2.802 2.262 0.092 0.06
C 0.845 -1.542 1.012 -0.63
O 1.525 -1.807 2.100 -0.36
C 1.302 -0.206 0.451 -0.32
N 0.499 0.083 -0.765 -0.06
H 0.861 -2.296 0.148 0.08
H -0.261 -1.377 1.201 0.07
H 1.096 0.526 1.257 0.10
H 2.318 -0.151 0.146 0.07
H 0.838 0.991 -1.141 0.05
H 0.717 -0.606 -1.492 0.05
```

y) Entry from the Open Molecules 2025 dataset: a 2-piece molecular cluster, C3H8NO2 overall (ωB97M-V/def2-TZVPD).

Output
HOMO energy	-1.281	eV
HOMO-LUMO gap	5.355	eV
spin multiplicity	1
net charge	-1
molar mass	90.1	g/mol

The geometry in XYZ format:
```
14
Properties=species:S:1:pos:R:3:lowdin_charge:R:1
C 0.437 -1.731 0.050 -0.07
C -1.663 1.102 0.070 -0.15
C -0.445 -0.809 -0.418 -0.25
N 1.610 1.195 -0.183 -0.26
O 2.489 0.118 0.157 -0.38
O -1.363 -0.217 0.434 -0.17
H 1.906 -0.699 0.199 -0.04
H 0.445 -1.991 1.097 0.06
H 0.980 -2.375 -0.622 0.05
H -2.329 1.125 -0.808 0.08
H -0.732 1.636 -0.165 0.05
H -2.175 1.567 0.917 0.08
H -0.532 -0.549 -1.462 0.10
H 1.371 1.628 0.733 -0.08
```

w) is preferred energetically. Next in line: 0.790 eV higher.

w) Entry from the Open Molecules 2025 dataset: a single C5H4FNO molecule (ωB97M-V/def2-TZVPD).

Output
HOMO energy	-8.835	eV
HOMO-LUMO gap	9.818	eV
spin multiplicity	1
SMILES string	F/C=C\c1cocn1
net charge	0
molar mass	113.1	g/mol

The geometry in XYZ format:
```
12
Properties=species:S:1:pos:R:3:lowdin_charge:R:1
C -1.563 1.595 -0.297 -0.14
C -1.239 0.498 0.383 -0.03
C -0.005 -0.248 0.203 -0.27
C 1.041 -0.046 -0.635 -0.04
C 1.410 -1.784 0.541 -0.20
H -2.467 2.179 -0.130 0.11
H -1.915 0.096 1.144 0.12
H 1.310 0.675 -1.376 0.12
H 1.959 -2.657 0.859 0.13
N 0.260 -1.390 0.964 0.14
O 1.958 -1.028 -0.426 0.04
F -0.749 2.109 -1.229 0.02
```

x) Entry from the Open Molecules 2025 dataset: a single C5H4FNO molecule (ωB97M-V/def2-TZVPD).

Output
HOMO energy	-9.244	eV
HOMO-LUMO gap	9.841	eV
spin multiplicity	1
SMILES string	C=CO/C=C(/F)C#N
net charge	0
molar mass	113.1	g/mol

The geometry in XYZ format:
```
12
Properties=species:S:1:pos:R:3:lowdin_charge:R:1
C -1.363 -0.429 -1.515 -0.26
C -0.658 0.358 -0.692 -0.06
C 0.873 0.808 0.942 -0.22
C 1.692 0.408 1.871 0.03
C -1.328 -1.876 -1.505 -0.13
H -0.801 1.397 -0.708 0.12
H 0.669 1.878 0.630 0.14
H 1.901 -0.652 2.025 0.08
H 2.188 1.122 2.558 0.08
N -1.236 -3.020 -1.378 0.17
O 0.213 -0.144 0.202 -0.02
F -2.148 0.150 -2.431 0.07
```

w) is preferred energetically. Next in line: 1.530 eV higher.

w) Entry from the Open Molecules 2025 dataset: an isolated ion of composition C7H16N and charge +1 (ωB97M-V/def2-TZVPD).

Output
HOMO energy	-11.701	eV
HOMO-LUMO gap	7.919	eV
spin multiplicity	1
SMILES string	C/C=C(\C)CCC[NH3+]
net charge	+1
molar mass	114.2	g/mol

The geometry in XYZ format:
```
24
Properties=species:S:1:pos:R:3:lowdin_charge:R:1
C 0.417 1.879 -1.587 -0.11
C -0.159 0.475 -1.196 -0.17
C 0.719 -0.289 -0.208 -0.16
C -0.719 -0.229 1.758 -0.13
C -0.108 -1.026 0.879 -0.31
C 0.064 -2.495 0.977 -0.04
C -1.185 -0.581 3.133 -0.09
N 0.796 1.896 -3.062 0.20
H -0.239 2.701 -1.306 0.13
H 1.327 2.064 -1.018 0.12
H -0.228 -0.124 -2.103 0.11
H -1.171 0.647 -0.842 0.11
H 1.373 0.379 0.351 0.11
H 1.337 -0.969 -0.803 0.12
H -0.641 0.837 1.537 0.11
H 1.113 -2.789 0.901 0.09
H -0.511 -2.989 0.194 0.09
H -0.291 -2.842 1.942 0.08
H -1.993 -1.329 3.085 0.09
H -0.457 -1.010 3.814 0.08
H -1.671 0.295 3.565 0.07
H 1.737 2.257 -3.222 0.17
H 0.289 2.685 -3.489 0.18
H 0.667 1.021 -3.554 0.16
```

x) Entry from the Open Molecules 2025 dataset: a 2-piece molecular cluster, C7H16N overall (ωB97M-V/def2-TZVPD).

Output
HOMO energy	-11.941	eV
HOMO-LUMO gap	8.605	eV
spin multiplicity	1
net charge	+1
molar mass	114.2	g/mol

The geometry in XYZ format:
```
24
Properties=species:S:1:pos:R:3:lowdin_charge:R:1
C 0.236 -3.784 1.756 -0.06
C 0.481 -2.325 1.398 -0.17
N -0.222 -2.016 0.096 -0.01
C -0.076 -0.620 -0.391 -0.01
H 0.514 -4.483 0.964 0.09
H 0.848 -4.005 2.628 0.09
H -0.806 -3.973 2.007 0.09
H 0.022 -1.675 2.143 0.14
H 1.527 -2.045 1.319 0.13
H -1.213 -2.189 0.286 0.18
H -0.018 -2.752 -0.583 0.18
H -0.537 0.021 0.354 0.10
H -0.520 -0.460 -1.367 0.11
H 0.980 -0.366 -0.409 0.10
C -1.938 2.686 -0.595 0.01
C -0.728 2.643 -1.153 -0.22
C 0.541 2.442 -0.450 -0.23
C 1.706 2.427 -1.097 0.02
H -2.052 2.566 0.477 0.06
H -2.815 2.868 -1.198 0.06
H -0.636 2.746 -2.231 0.11
H 0.508 2.476 0.636 0.11
H 2.637 2.343 -0.552 0.06
H 1.771 2.490 -2.173 0.07
```

w) is preferred energetically. Next in line: 0.082 eV higher.